Record 1
21
Properties=species:S:1:pos:R:3 method="wB97M-V/def2-TZVPD" smiles=CC[C@H]1CC[C@H]1C e_above_lowest_ev=0.701 energy_ha=-275.09048 largest_force_ev_per_a=0.2
C 2.1086 1.4766 -0.2087
C 0.8206 -1.3429 -0.0977
C -0.5011 -1.6405 0.6392
C -1.2140 -0.6485 -0.3056
C -2.3222 0.2282 0.2529
C 0.1785 -0.0564 -0.6745
C 0.6317 1.1956 0.0713
H 1.7071 -1.1997 0.5289
H 2.7417 0.6650 0.1683
H 2.2908 1.5518 -1.2877
H 1.0567 -2.0825 -0.8683
H -0.8547 -2.6758 0.6539
H -0.4818 -1.2646 1.6691
H -1.5936 -1.1958 -1.1781
H -1.9885 0.7863 1.1355
H -2.6811 0.9513 -0.4890
H -3.1772 -0.3887 0.5558
H 0.3298 0.1072 -1.7499
H 2.4477 2.4058 0.2589
H 0.4795 1.0685 1.1530
H 0.0215 2.0590 -0.2272

Record 2
21
Properties=species:S:1:pos:R:3 method="wB97M-V/def2-TZVPD" smiles=C[C@@H]1[C@H](C)C1(C)C e_above_lowest_ev=0.744 energy_ha=-275.08892 largest_force_ev_per_a=0.2
C -1.7474 -1.1067 -0.3657
C -0.5797 -0.3130 -0.9059
C -0.2112 1.0385 -0.3319
C -0.9646 1.6762 0.8235
C 0.7225 -0.1421 -0.1628
C 0.9026 -0.7976 1.1912
C 2.0030 -0.1174 -0.9764
H -1.5921 -2.1850 -0.4900
H -2.6680 -0.8380 -0.8972
H -1.9226 -0.9154 0.6973
H -0.4718 -0.3945 -1.9880
H 0.1178 1.7613 -1.0783
H -2.0517 1.6357 0.6845
H -0.6900 2.7319 0.9150
H -0.7369 1.2059 1.7857
H 1.6661 -0.2728 1.7786
H 1.2357 -1.8349 1.0623
H -0.0147 -0.8236 1.7853
H 1.8117 0.1716 -2.0158
H 2.7201 0.5998 -0.5572
H 2.4869 -1.1021 -0.9876

Record 3
21
Properties=species:S:1:pos:R:3 method="wB97M-V/def2-TZVPD" smiles=CC(C)CC1CC1 e_above_lowest_ev=3.812 energy_ha=-274.97618 largest_force_ev_per_a=2.1
C 1.3273 1.2337 0.6510
C 0.4326 1.3046 -0.5984
C 1.0134 0.2965 -1.5893
C -1.3496 0.7241 -0.3603
C -1.2441 -0.2992 0.7405
C -1.2683 -1.7549 0.5372
C 0.0961 -1.3542 0.9173
H 2.4108 1.0787 0.5065
H 1.2005 2.0507 1.3740
H 1.0052 0.2289 1.0209
H 0.2515 2.3018 -0.9559
H 2.1116 0.1924 -1.6428
H 0.6833 -0.6466 -1.1738
H 0.6119 0.4019 -2.5940
H -2.1280 1.5060 -0.1286
H -1.7501 0.2858 -1.3022
H -1.6325 0.0873 1.6930
H -1.7706 -2.3734 1.2524
H -1.3497 -2.0229 -0.5104
H 0.8825 -1.7155 0.2338
H 0.4661 -1.5257 1.9288

Record 4
21
Properties=species:S:1:pos:R:3 method="wB97M-V/def2-TZVPD" smiles=CC[C@H]1CC1(C)C e_above_lowest_ev=0.883 energy_ha=-275.08379 largest_force_ev_per_a=0.6
C -0.3461 2.0881 0.3521
C 0.1248 0.8446 -0.3898
C -0.9086 0.3950 -1.4227
C -0.7666 -1.8129 1.1877
C 0.9048 -0.1657 0.4104
C 1.5772 0.5334 -0.7300
C 0.5212 -1.6085 0.4132
H 0.2981 2.3216 1.2083
H -0.3695 2.9472 -0.3239
H -1.3722 1.9769 0.7572
H -1.9396 0.3298 -1.0341
H -0.9212 1.1480 -2.2186
H -0.6725 -0.5716 -1.8783
H -0.6720 -1.4231 2.2093
H -1.6269 -1.2848 0.7478
H -1.0124 -2.8718 1.2288
H 1.1945 0.2232 1.3878
H 1.7468 -0.0698 -1.6325
H 2.4510 1.1498 -0.5060
H 1.3505 -2.1808 0.8541
H 0.4386 -1.9687 -0.6208

Record 5
21
Properties=species:S:1:pos:R:3 method="wB97M-V/def2-TZVPD" smiles=C#CCC.CCC e_above_lowest_ev=4.313 energy_ha=-274.95775 largest_force_ev_per_a=4.6
C 1.9658 -0.0107 0.0700
C 2.1831 0.4079 -1.3704
C 0.8438 -1.3101 0.1964
C 0.6732 -2.4592 -0.1359
H 1.8077 0.8200 0.7575
H 2.8294 -0.5423 0.4651
H 2.4262 -0.4545 -1.9880
H 3.0019 1.1245 -1.4327
H 1.2881 0.8742 -1.7904
H 0.3308 -3.3943 -0.4889
C -1.4836 0.1825 1.0141
C -0.8474 1.4887 0.6990
C -2.5158 -0.3127 0.0268
H -1.8281 0.1157 2.0456
H -0.4826 -0.6109 0.8131
H 0.0115 1.2660 0.0094
H -0.3562 1.9458 1.5568
H -1.5211 2.2060 0.2322
H -3.3788 0.3538 -0.0106
H -2.8648 -1.3102 0.3013
H -2.0830 -0.3802 -0.9704

Record 6
21
Properties=species:S:1:pos:R:3 method="wB97M-V/def2-TZVPD" smiles=CC[C@@]1(C)C[C@H]1C e_above_lowest_ev=0.991 energy_ha=-275.07984 largest_force_ev_per_a=0.7
C -1.9687 0.5226 -0.0464
C -0.7165 0.8244 -0.8779
C 0.3125 -0.2409 -0.5883
C 0.1361 -1.5656 -1.3124
C 1.7489 0.0280 -0.2681
C 0.7712 -0.3816 0.8347
C 0.5873 0.6741 1.9127
H -2.7827 1.2119 -0.2747
H -2.3127 -0.5019 -0.2340
H -1.7663 0.5884 1.0283
H -0.9568 0.8493 -1.9500
H -0.3085 1.8115 -0.6260
H 0.4164 -1.4709 -2.3695
H -0.8934 -1.9356 -1.2544
H 0.7922 -2.3271 -0.8711
H 2.4943 -0.6076 -0.7448
H 2.0736 1.0654 -0.1880
H 0.6544 -1.3945 1.2204
H -0.3080 0.5586 2.5357
H 0.5732 1.6878 1.4967
H 1.4533 0.6036 2.5772

Record 7
21
Properties=species:S:1:pos:R:3 method="wB97M-V/def2-TZVPD" smiles="C=C(C)CC.C=C" e_above_lowest_ev=1.719 energy_ha=-275.05306 largest_force_ev_per_a=0.3
C -2.1325 0.8775 0.5526
C -1.9953 0.2409 -0.6050
C 0.7291 -0.8055 -0.1641
C 0.1175 -1.9886 0.5470
C 1.0956 -0.8791 -1.4425
C 0.9657 0.4084 0.7042
C 1.2849 1.7145 -0.0142
H -2.4591 0.3657 1.4563
H 0.0750 0.5603 1.3258
H -1.8717 1.9286 0.6594
H -2.2069 -0.8210 -0.7041
H -1.6108 0.7383 -1.4918
H -0.3236 -2.7017 -0.1572
H -0.6684 -1.6716 1.2434
H 0.8783 -2.5149 1.1342
H 0.9846 -1.8025 -2.0039
H 1.5445 -0.0407 -1.9670
H 1.7735 0.1577 1.4053
H 1.4120 2.5212 0.7152
H 0.4747 2.0039 -0.6943
H 2.2065 1.6471 -0.6003

Record 8
27
Properties=species:S:1:pos:R:3 method="wB97M-V/def2-TZVPD" smiles=CB(O)c1[nH]nc(C[C@@H](C)F)[n+]1C energy_ha=-639.14837 largest_force_ev_per_a=4.0 total_charge=+1
C 3.0082 0.5283 1.5831
B 2.9744 -0.3649 0.2500
O 4.0949 -0.7952 -0.4529
C 1.5191 -0.7946 -0.3266
N 1.0716 -2.0314 -0.6732
N -0.2145 -1.9227 -1.0643
C -0.5583 -0.6588 -0.9736
C -1.9921 -0.1493 -1.3151
C -2.9366 -0.7296 -0.1681
C -3.4499 0.4004 0.8046
F -3.9870 -1.4945 -0.6824
N 0.5303 0.1274 -0.5137
C 0.5160 1.5811 -0.3107
H 3.4160 1.5503 1.3847
H 1.9485 0.6782 1.9338
H 3.5307 0.0236 2.4337
H 4.6735 -0.0089 -0.5126
H 1.6515 -2.8679 -0.6293
H -2.0180 0.9706 -1.3164
H -2.3174 -0.5069 -2.3259
H -2.3371 -1.4175 0.4877
H -4.0189 -0.1271 1.6110
H -2.5858 0.9089 1.3121
H -4.0792 1.1311 0.2450
H 0.3645 1.8276 0.7644
H -0.2802 2.0803 -0.9163
H 1.4757 2.0617 -0.6291

Record 9
24
Properties=species:S:1:pos:R:3 method="wB97M-V/def2-TZVPD" e_above_lowest_ev=0.000 energy_ha=-1489.60234 largest_force_ev_per_a=1.7 multiplicity=2
C -0.3401 2.5326 -0.6259
C -0.5359 1.4782 -1.5855
C -1.8883 1.0305 -1.4854
C -2.5431 1.8036 -0.4793
C -1.6033 2.7318 0.0667
Ce -0.5782 0.4392 0.8658
P 1.9448 1.6045 1.5206
H 0.5497 3.1413 -0.5109
H 0.2247 1.0951 -2.2618
H -2.3194 0.2021 -2.0551
H -1.8016 3.4940 0.8207
H -3.5883 1.7127 -0.1808
H 1.7757 2.6818 2.4641
H 2.8065 2.3028 0.6163
H 2.9624 0.8979 2.2400
C -0.5008 -3.3109 -0.8111
S 0.4681 -1.8739 -0.2386
C 1.5928 -2.6876 0.9330
H -1.0405 -3.0159 -1.7147
H -1.2119 -3.5977 -0.0189
H 0.1807 -4.1396 -1.0337
H 1.1438 -3.6256 1.2729
H 2.5416 -2.8851 0.4207
H 1.7604 -2.0118 1.7809

Record 10
25
Properties=species:S:1:pos:R:3 method="wB97M-V/def2-TZVPD" smiles=ClC(Cl)(Cl)Cl.CCCCCC e_above_lowest_ev=0.282 energy_ha=-2115.84182 largest_force_ev_per_a=2.2
C 4.7527 0.4839 8.3286
Cl 5.3238 -1.0805 7.7121
Cl 5.0853 1.6260 7.0100
Cl 2.9868 0.4628 8.5837
Cl 5.5867 0.9491 9.7895
C -2.8229 -0.5729 -4.7901
C -2.4816 0.2184 -3.5644
C -1.1873 -0.3565 -2.8559
C -0.9478 0.2178 -1.5098
C 0.0861 -0.4646 -0.5643
C 0.3797 0.2844 0.8282
H -3.3570 -1.5011 -4.5874
H -1.9205 -0.7510 -5.3750
H -3.4904 -0.0347 -5.4630
H -2.5568 1.2933 -3.7288
H -3.3008 0.0648 -2.8619
H -0.2892 -0.1820 -3.4484
H -1.3670 -1.4262 -2.9636
H -0.7069 1.2656 -1.6892
H -1.8592 0.3227 -0.9211
H -0.2050 -1.4925 -0.3480
H 1.0208 -0.5229 -1.1221
H -0.5021 0.0906 1.4390
H 1.1835 -0.2465 1.3384
H 0.5893 1.3521 0.7637

Record 11
27
Properties=species:S:1:pos:R:3 method="wB97M-V/def2-TZVPD" energy_ha=-2473.24438 largest_force_ev_per_a=0.8
C -2.1945 -1.4518 2.4599
C -1.2174 -1.8491 1.3414
N -1.5409 -1.2464 0.0476
C -0.8196 -0.0799 -0.3692
N 0.2298 -0.3891 -1.4257
C 1.6170 -0.0170 -1.0750
C 1.7781 1.5027 -0.9315
C 2.6613 1.9241 0.2274
I 4.7442 1.9555 -0.2641
C -1.7200 1.0390 -0.9682
O -1.4458 2.1832 -0.6125
O -2.6087 0.6619 -1.8323
H -1.7214 -0.8469 3.2360
H -2.6280 -2.3282 2.9474
H -3.0073 -0.8652 2.0285
H -0.1976 -1.5544 1.6282
H -1.1922 -2.9346 1.2219
H -1.6756 -1.9366 -0.6771
H -0.3284 0.3474 0.5111
H 0.1965 -1.4009 -1.5320
H 1.8939 -0.5255 -0.1408
H 2.2664 -0.4009 -1.8632
H 0.7954 1.9700 -0.8012
H 2.1754 1.8949 -1.8729
H 2.6005 1.2277 1.0635
H 2.4274 2.9245 0.5809
Cu -1.0885 0.1955 -2.9284

Record 12
25
Properties=species:S:1:pos:R:3 method="wB97M-V/def2-TZVPD" smiles="CCC(=O)[C@](F)(I)C[C@@H](C)[NH3+]" e_above_lowest_ev=0.368 energy_ha=-802.36111 largest_force_ev_per_a=4.6 total_charge=+1
C -1.1875 -0.1360 -1.4392
C -0.2870 -0.6525 -3.6989
C 0.8530 2.0922 2.2670
C -1.0761 -1.2135 -2.4990
C -0.6106 0.2706 1.2400
C 0.8697 0.7872 1.4039
C -0.7013 -0.8136 0.1858
N 1.5588 -0.2904 2.1125
O -1.3743 1.0379 -1.4494
F 0.5470 -1.4485 0.1563
I -2.0428 -2.4026 0.8010
H 0.7087 -0.3361 -3.3476
H -0.7768 0.2158 -4.2320
H -0.1159 -1.4787 -4.4507
H -0.2578 2.3019 2.4177
H 1.3153 1.9633 3.2240
H 1.2164 2.9895 1.7335
H -0.6394 -2.0964 -2.0416
H -2.0845 -1.4181 -2.7413
H -0.7419 0.0195 2.2676
H -1.2494 1.0139 0.9147
H 1.2376 1.0365 0.3560
H 0.8194 -0.4311 2.7346
H 2.4468 0.1403 2.5091
H 1.5726 -1.1509 1.5760

Record 13
29
Properties=species:S:1:pos:R:3 method="wB97M-V/def2-TZVPD" e_above_lowest_ev=9.622 energy_ha=-1320.65388 largest_force_ev_per_a=16.9 total_charge=+2
Tl 0.6304 -1.1079 -3.2113
F -1.0042 -0.3747 -1.8274
O -3.4065 -0.6877 -1.4506
C -2.8313 -1.1797 -0.4621
O -3.4113 -1.2122 0.6624
C -2.6840 -2.1050 1.5692
C -1.3594 -2.5382 0.9729
C -1.3495 -1.5878 -0.2830
H -3.1513 -3.0052 1.9686
H -2.6765 -1.4397 2.4325
H -1.4612 -3.5577 0.6009
H -0.3442 -2.4213 1.3521
H -0.9020 -2.1295 -1.1163
H -0.7239 -0.7362 -0.0157
O 1.2101 2.7755 -1.6000
S 0.8431 1.3669 -1.1911
O 0.6725 0.3439 -2.2882
O 1.8820 0.7310 -0.0263
C 2.5892 1.5573 0.8319
C 3.9353 2.0104 0.2213
C -0.8179 1.3462 -0.1873
H 2.6952 1.0726 1.8025
H 2.0594 2.4815 1.0627
H 4.8013 1.3906 0.4540
H 4.1929 2.9935 0.6154
H 3.9705 1.9725 -0.8675
H -1.5831 1.8569 -0.7719
H -0.6797 1.8755 0.7554
H -1.0957 0.3084 -0.0033

Record 14
22
Properties=species:S:1:pos:R:3 method="wB97M-V/def2-TZVPD" e_above_lowest_ev=8.741 energy_ha=-329.47039 largest_force_ev_per_a=6.7 multiplicity=2
C -1.8800 -1.1920 0.9344
C -0.8941 -0.7292 -0.1005
C -1.3677 0.5826 -1.0489
C 1.5983 1.1966 0.8379
C 1.7837 0.3979 -0.2768
C 1.6325 -0.5816 -1.2757
C 2.8212 0.6804 -1.2482
N -2.6783 -0.3357 1.7489
H -2.5649 -1.8715 0.3784
H -1.3577 -2.0613 1.4619
H -0.2971 -1.6116 -0.2286
H -0.2248 -0.1195 0.5602
H -0.4229 0.1242 -1.3737
H -0.6995 1.3646 -0.7284
H 0.6097 1.4301 1.3026
H 2.4372 1.6965 1.2566
H 1.3857 -0.3551 -2.3453
H 2.6102 1.3065 -2.1071
H 3.8321 0.5877 -0.7853
H -3.6590 -0.5340 1.8507
H -2.3241 -0.1558 2.6681
H -2.4534 0.4159 -1.0340

Record 15
22
Properties=species:S:1:pos:R:3 method="wB97M-V/def2-TZVPD" e_above_lowest_ev=4.883 energy_ha=-329.42808 largest_force_ev_per_a=4.1 total_charge=+1
C -2.3372 -1.2440 -1.4411
C -2.1779 0.6167 0.3559
C -1.0170 0.8722 -0.5649
C 1.0604 -1.3491 0.0205
C 1.0613 0.5022 1.7532
C 2.0053 0.8727 -0.5871
C 1.1976 0.1068 0.3654
N -1.9452 -0.2091 -0.7689
H -1.9465 -1.6921 -2.2786
H -3.2064 -1.6466 -1.0263
H -1.9345 0.1109 1.3199
H -2.9474 1.3993 0.3166
H -0.9259 1.7676 -1.1589
H 1.9226 -1.7396 0.5554
H 1.2407 -1.5314 -1.0161
H 0.2738 -2.0935 0.2168
H 1.5167 -0.2370 2.4250
H 1.4331 1.4863 2.1006
H -0.0216 0.5215 2.0956
H 1.4816 1.7356 -1.0447
H 2.4123 0.3289 -1.4898
H 2.8543 1.4219 -0.1487

Record 16
22
Properties=species:S:1:pos:R:3 method="wB97M-V/def2-TZVPD" smiles="C/C=C/C=C/CC[NH3+]" e_above_lowest_ev=1.818 energy_ha=-329.54074 largest_force_ev_per_a=4.0 total_charge=+1
C 0.6182 2.7895 0.6411
C -0.0244 1.5118 1.1998
C 0.4471 0.2618 0.5922
C -0.3231 -0.6731 0.0040
C 0.2470 -1.7714 -0.7308
C -0.4517 -2.9182 -0.7906
C 0.0025 -4.2025 -1.3681
N -0.3719 3.7866 0.2670
H 1.3357 2.3416 -0.1014
H 1.3520 3.1681 1.3235
H -1.1574 1.5052 1.1185
H 0.0172 1.3503 2.3036
H 1.5271 0.0627 0.7292
H -1.3891 -0.6523 0.2196
H 1.2330 -1.6550 -1.1630
H -1.4504 -2.9137 -0.3590
H 0.9312 -4.2491 -1.9388
H -0.8462 -4.7965 -1.7063
H 0.2281 -4.9542 -0.5635
H -1.3239 3.4068 0.2094
H -0.2767 3.9891 -0.7466
H -0.3241 4.6123 0.8602

Record 17
22
Properties=species:S:1:pos:R:3 method="wB97M-V/def2-TZVPD" e_above_lowest_ev=2.640 energy_ha=-329.07081 largest_force_ev_per_a=1.0 total_charge=+2 multiplicity=2
C -2.6177 0.5844 0.1888
C -2.9808 -0.3505 -0.6703
C -0.9090 2.0830 0.9508
N -1.2845 1.1119 0.2106
H -3.2192 0.9590 1.0056
H -2.3298 -0.6837 -1.4699
H -3.9755 -0.7675 -0.5989
H 0.1210 2.4145 0.9666
H -1.6535 2.5661 1.5747
H -0.6240 0.7028 -0.4600
C 2.6574 -0.6035 1.4777
C 1.7282 -1.2399 0.4408
C 1.5505 -0.4467 -0.7693
C 1.3337 -0.9870 -2.0438
H 2.2764 0.3361 1.8840
H 2.8390 -1.2811 2.3075
H 3.6200 -0.3676 1.0223
H 0.7230 -1.3963 0.8936
H 2.0913 -2.2378 0.1670
H 1.5619 0.6302 -0.5949
H 1.3730 -0.3659 -2.9335
H 1.1620 -2.0523 -2.1697

Record 18
23
Properties=species:S:1:pos:R:3 method="wB97M-V/def2-TZVPD" smiles="C[C@@H]1N=NC(C)(C)[C@H]1C" e_above_lowest_ev=2.280 energy_ha=-384.54809 largest_force_ev_per_a=3.4
C 0.3142 -0.4470 0.2090
C 1.4951 0.2662 -0.4743
C -0.8339 0.6495 0.1161
C -0.1197 -1.7826 -0.3679
C 2.7468 0.2947 0.3543
C -1.8212 0.7005 1.3207
C -1.6892 0.3812 -1.1814
N 1.0682 1.6731 -0.5303
N -0.0697 1.9013 -0.1760
H 0.4288 -0.6722 1.2158
H 1.7615 -0.2048 -1.3957
H 0.3064 -1.9413 -1.3809
H -1.1403 -2.0944 -0.2203
H 0.5277 -2.5587 0.1055
H 2.5652 0.2593 1.4493
H 3.3023 1.1134 0.0262
H 3.2872 -0.6854 0.2902
H -2.5194 1.6123 1.4360
H -1.1923 0.7442 2.2119
H -2.5626 -0.2562 1.3297
H -2.6637 0.8276 -0.8939
H -1.8159 -0.6606 -1.3253
H -1.3755 0.8798 -2.1187

Record 19
23
Properties=species:S:1:pos:R:3 method="wB97M-V/def2-TZVPD" e_above_lowest_ev=7.367 energy_ha=-384.36115 largest_force_ev_per_a=6.7
C -3.2090 -0.0751 -0.1744
C -1.6912 -0.4304 0.4460
C 0.5792 -1.0199 -0.5225
C 1.6829 -0.0991 -0.0595
C 1.3370 1.0133 -1.0897
C 0.0185 1.1836 -0.1033
C 1.0864 0.8687 1.1419
H -3.9481 -0.6525 0.5337
H -3.5145 -0.3284 -1.1472
H -3.6294 0.9314 -0.1095
H -1.5746 -1.6460 0.8325
H -1.6285 0.4082 1.6098
H 0.6755 -1.6100 -1.3517
H 0.3051 -1.7871 0.2496
H 2.7823 -1.9869 0.5431
H 3.6277 -0.7433 -0.5936
H 2.0769 1.7956 -1.0628
H 1.0790 0.7613 -2.2213
H -0.8022 1.8566 -0.0668
H 0.5562 0.5232 2.0743
H 1.7144 1.8101 1.2653
N -0.6988 -0.1338 -0.4768
N 3.1752 -0.6393 0.2830

Record 20
23
Properties=species:S:1:pos:R:3 method="wB97M-V/def2-TZVPD" smiles="C=C(C)CC.N=C=CN" e_above_lowest_ev=2.263 energy_ha=-384.54873 largest_force_ev_per_a=0.7
C -0.5194 0.1993 -0.0194
C -2.1273 0.0483 1.9537
C -0.6646 -1.1394 -0.7453
C -1.8185 0.6329 0.6085
C -2.6469 1.4466 -0.0141
H 0.2484 0.1001 0.7483
H -0.1944 0.9553 -0.7312
H -2.3524 -1.0205 1.8642
H -1.2640 0.1510 2.6181
H -2.9840 0.5415 2.4042
H -1.4009 -1.0583 -1.5465
H -0.9947 -1.9135 -0.0645
H 0.2845 -1.4506 -1.1693
H -3.5862 1.7517 0.4245
H -2.4279 1.8542 -0.9857
N 2.6190 0.7736 -1.8251
C 3.0800 0.3945 -0.5384
N 2.6747 -1.8169 0.5952
C 2.9402 -0.7838 -0.0011
H 1.9400 0.1219 -2.1955
H 2.2407 1.7186 -1.8159
H 3.2679 -2.6377 0.4655
H 3.6857 1.1310 -0.0300

Record 21
23
Properties=species:S:1:pos:R:3 method="wB97M-V/def2-TZVPD" smiles=Cc1c[nH]cn1.CCC e_above_lowest_ev=1.195 energy_ha=-384.58797 largest_force_ev_per_a=2.6
C -1.6975 -2.3929 -2.6508
C -1.4932 -0.8812 -0.4562
C -1.6374 -2.0798 -1.1836
C -1.0963 -2.6424 0.8254
N -0.9899 -1.3016 0.7892
N -1.4351 -3.1214 -0.3522
H -1.7752 0.1412 -0.6407
H -1.0161 -0.5882 1.5005
H -2.6254 -2.1725 -3.2443
H -1.5017 -3.4699 -2.6439
H -0.7931 -3.3850 1.5493
H -1.1064 -1.7511 -3.3232
C 0.9538 1.9132 0.8260
C 1.4130 3.4057 0.8343
C 2.1505 1.0418 0.9888
H 0.1469 1.8205 1.6228
H 0.3691 1.7207 -0.0618
H 1.7609 3.7323 -0.1612
H 2.3083 3.5381 1.4411
H 2.8682 0.9909 0.1631
H 2.7586 1.4053 1.8204
H 0.6767 4.0549 1.2569
H 1.7613 0.0216 1.1002